## A
The following is a quantum chemistry calculation of C15H22N2O5S in the gas phase, from OMol25.

Last column: natural (NBO) charge in e.
CARTESIAN COORDINATES (ANGSTROEM)
C (0.53, -0.41, -6.95)  -0.608
C (1.23, -0.42, -5.60)  -0.386
C (0.37, 0.11, -4.46)  -0.415
C (0.05, 1.60, -4.59)  -0.401
H (-0.57, 1.77, -5.47)  0.207
C (-0.68, 2.15, -3.37)  -0.222
N (0.14, 2.14, -2.19)  -0.603
C (-0.11, 1.35, -1.13)  0.686
O (-1.10, 0.66, -1.02)  -0.663
C (0.94, 1.43, -0.01)  -0.314
N (1.04, 0.19, 0.71)  -0.684
C (0.28, -0.06, 1.86)  0.222
C (0.69, -1.08, 2.71)  -0.288
C (0.00, -1.38, 3.88)  -0.229
C (-1.10, -0.61, 4.18)  0.200
C (-1.52, 0.41, 3.33)  0.313
C (-0.86, 0.71, 2.17)  -0.340
H (-1.23, 1.47, 1.51)  0.238
O (-2.64, 1.01, 3.85)  -0.489
C (-2.91, 0.33, 5.06)  0.237
O (-1.95, -0.69, 5.26)  -0.477
H (-3.92, -0.12, 5.00)  0.157
H (-2.88, 1.04, 5.90)  0.157
H (0.32, -2.17, 4.53)  0.230
H (1.56, -1.64, 2.45)  0.253
S (1.43, -1.13, -0.26)  2.314
O (2.41, -1.93, 0.40)  -0.939
O (1.80, -0.58, -1.54)  -0.963
C (-0.08, -2.10, -0.42)  -0.879
H (0.11, -2.87, -1.16)  0.251
H (-0.30, -2.54, 0.54)  0.249
H (-0.87, -1.43, -0.75)  0.281
H (1.93, 1.63, -0.44)  0.231
H (0.69, 2.23, 0.68)  0.239
H (1.04, 2.59, -2.26)  0.394
H (-1.01, 3.17, -3.56)  0.193
H (-1.56, 1.53, -3.15)  0.231
H (0.98, 2.16, -4.73)  0.189
H (-0.57, -0.45, -4.42)  0.192
H (0.89, -0.06, -3.52)  0.237
H (1.52, -1.45, -5.36)  0.203
H (2.15, 0.16, -5.66)  0.192
H (0.32, 0.61, -7.27)  0.197
H (-0.41, -0.95, -6.90)  0.200
H (1.15, -0.88, -7.71)  0.209

The spin multiplicity is 1. The LUMO energy is 0.7 eV. As for the structure (SMILES): CCCCCNC(=O)CN(c1ccc2c(c1)OCO2)S(C)(=O)=O. Its HOMO energy is -7.90 eV.

## B
The following is a quantum chemistry calculation of C15H22N2O5S in the gas phase, from OMol25.

Last column: natural (NBO) charge in e.
CARTESIAN COORDINATES (ANGSTROEM)
C (-2.65, -3.85, 0.43)  -0.263
H (-3.64, -4.26, 0.66)  0.201
H (-1.93, -4.12, 1.20)  0.196
H (-2.30, -4.23, -0.53)  0.196
O (-2.81, -2.44, 0.37)  -0.502
C (-1.72, -1.74, 0.07)  0.803
O (-0.64, -2.22, -0.13)  -0.623
C (-2.01, -0.25, -0.02)  -0.144
N (-0.77, 0.47, 0.04)  -0.642
C (-0.60, 1.52, 0.89)  0.795
O (-1.53, 2.05, 1.46)  -0.674
N (0.68, 2.00, 1.01)  -0.627
C (1.88, 1.44, 0.56)  0.143
C (2.87, 2.27, 0.05)  -0.258
C (4.08, 1.73, -0.39)  -0.266
C (4.31, 0.37, -0.34)  0.232
C (3.31, -0.48, 0.19)  0.360
C (2.12, 0.07, 0.64)  -0.370
H (1.38, -0.57, 1.10)  0.238
O (3.61, -1.80, 0.22)  -0.492
C (2.66, -2.70, 0.74)  -0.263
H (2.48, -2.51, 1.80)  0.172
H (1.71, -2.65, 0.20)  0.202
H (3.10, -3.69, 0.62)  0.199
O (5.44, -0.25, -0.76)  -0.483
C (6.48, 0.54, -1.29)  -0.250
H (7.27, -0.16, -1.55)  0.201
H (6.86, 1.25, -0.55)  0.174
H (6.16, 1.08, -2.19)  0.174
H (4.83, 2.40, -0.77)  0.221
H (2.71, 3.34, 0.00)  0.214
H (0.73, 2.91, 1.44)  0.414
H (0.03, 0.06, -0.43)  0.423
H (-2.61, 0.07, 0.84)  0.256
C (-2.77, 0.06, -1.33)  -0.421
C (-4.27, -0.21, -1.24)  -0.535
H (-4.50, -0.94, -0.46)  0.224
H (-4.66, -0.58, -2.19)  0.230
S (-5.26, 1.29, -0.92)  0.172
C (-4.83, 1.66, 0.81)  -0.756
H (-3.80, 1.98, 0.89)  0.246
H (-5.49, 2.47, 1.11)  0.231
H (-5.03, 0.79, 1.42)  0.207
H (-2.61, 1.11, -1.57)  0.238
H (-2.33, -0.53, -2.14)  0.208

The spin multiplicity is 1. The LUMO energy is 0.6 eV. As for the structure (SMILES): COC(=O)[C@H](CCSC)NC(=O)Nc1ccc(OC)c(OC)c1. Its HOMO energy is -7.86 eV.

Most stable: B (next structure +67.5 kJ/mol)

## A
The following is a quantum chemistry calculation of a molecular structure, C15H22N2O5S, from OMol25.

Last column: natural (NBO) charge in e.
CARTESIAN COORDINATES (ANGSTROEM)
C (1.38, -4.65, -3.35)  -0.300
H (0.27, -4.53, -3.77)  0.209
H (1.17, -5.22, -2.45)  0.228
H (2.05, -4.99, -4.13)  0.208
O (1.85, -3.09, -3.24)  -0.484
C (1.21, -2.57, -2.30)  0.775
O (0.30, -3.00, -1.71)  -0.614
C (1.65, -1.19, -2.18)  -0.131
N (0.71, -0.39, -1.52)  -0.657
C (0.59, 0.97, -1.70)  0.781
O (1.16, 1.28, -2.66)  -0.651
N (-0.37, 1.55, -1.15)  -0.597
C (-1.12, 1.40, 0.01)  0.215
C (-1.88, -0.10, 0.07)  -0.241
C (-2.69, -0.30, 1.00)  -0.293
C (-2.73, 0.41, 2.24)  0.178
C (-2.10, 1.84, 2.27)  0.373
C (-1.28, 2.04, 1.17)  -0.331
H (-1.05, 3.00, 1.17)  0.201
O (-2.23, 2.60, 3.20)  -0.443
C (-3.03, 2.55, 4.23)  -0.193
H (-2.56, 1.48, 4.93)  0.114
H (-2.91, 3.32, 4.91)  0.193
H (-3.99, 2.24, 4.20)  0.202
O (-3.88, 0.12, 3.04)  -0.559
C (-4.38, -1.09, 3.29)  -0.212
H (-3.48, -1.77, 3.25)  0.162
H (-5.13, -1.30, 2.38)  0.157
H (-4.74, -1.19, 4.21)  0.181
H (-3.11, -1.31, 1.14)  0.222
H (-1.84, -0.76, -0.84)  0.238
H (-0.29, 2.69, -1.23)  0.401
H (0.30, -0.78, -0.53)  0.409
H (2.02, -0.64, -3.05)  0.264
C (3.08, -1.35, -1.28)  -0.488
C (3.56, -0.21, -0.96)  -0.508
H (3.47, 0.70, -1.96)  0.227
H (4.86, -0.34, -0.58)  0.208
S (2.94, 0.75, 0.45)  0.231
C (3.22, 2.33, -0.08)  -0.824
H (2.77, 3.15, 0.88)  0.236
H (4.40, 2.52, -0.05)  0.219
H (2.79, 2.65, -1.06)  0.239
H (2.92, -1.81, -0.32)  0.218
H (3.69, -2.08, -1.98)  0.237

The spin multiplicity is 1. The LUMO energy is 0.7 eV. Its HOMO energy is -7.36 eV.

## B
The following is a quantum chemistry calculation of C15H22N2O5S in the gas phase, from OMol25.

Last column: natural (NBO) charge in e.
CARTESIAN COORDINATES (ANGSTROEM)
C (-4.81, -2.66, -0.18)  -0.611
C (-3.92, -1.93, 0.82)  -0.421
C (-2.57, -1.52, 0.21)  -0.228
N (-2.67, -0.54, -0.85)  -0.869
S (-2.90, 1.06, -0.38)  2.314
O (-3.72, 1.17, 0.79)  -0.945
O (-3.29, 1.76, -1.57)  -0.937
C (-1.21, 1.44, 0.05)  -0.374
C (-0.27, 1.51, -0.95)  -0.139
C (1.07, 1.65, -0.64)  -0.338
C (1.46, 1.69, 0.70)  0.403
C (0.49, 1.67, 1.71)  -0.298
C (-0.85, 1.55, 1.38)  -0.165
H (-1.62, 1.52, 2.14)  0.247
H (0.81, 1.74, 2.74)  0.231
O (2.74, 1.69, 1.14)  -0.510
C (3.79, 1.50, 0.20)  -0.167
C (3.65, 0.28, -0.72)  0.656
O (3.90, 0.40, -1.90)  -0.631
N (3.27, -0.90, -0.18)  -0.434
C (3.03, -1.22, 1.21)  -0.256
H (3.19, -0.36, 1.85)  0.233
C (1.59, -1.73, 1.36)  -0.072
O (1.34, -2.82, 0.51)  -0.525
C (1.56, -2.48, -0.84)  -0.079
H (1.34, -3.37, -1.42)  0.199
C (3.00, -2.02, -1.06)  -0.258
H (3.17, -1.71, -2.08)  0.253
H (3.69, -2.84, -0.81)  0.197
H (0.87, -1.67, -1.14)  0.172
H (1.42, -2.09, 2.38)  0.197
H (0.88, -0.92, 1.14)  0.171
H (3.72, -2.02, 1.50)  0.198
H (4.70, 1.40, 0.81)  0.220
H (3.90, 2.37, -0.45)  0.214
H (1.80, 1.70, -1.43)  0.247
H (-0.60, 1.46, -1.98)  0.243
H (-3.31, -0.79, -1.59)  0.403
H (-1.94, -1.07, 0.98)  0.206
H (-2.05, -2.40, -0.19)  0.202
H (-4.42, -1.03, 1.18)  0.231
H (-3.72, -2.58, 1.67)  0.203
H (-4.30, -3.53, -0.59)  0.199
H (-5.72, -3.00, 0.31)  0.219
H (-5.09, -2.01, -1.00)  0.196

The spin multiplicity is 1. The LUMO energy is 0.6 eV. As for the structure (SMILES): CCCNS(=O)(=O)c1ccc(OCC(=O)N2CCOCC2)cc1. Its HOMO energy is -9.19 eV.

Most stable: B (next structure +1273.8 kJ/mol)

## A
The following is a quantum chemistry calculation of C2H8N3P in the gas phase, from OMol25.

Last column: natural (NBO) charge in e.
CARTESIAN COORDINATES (ANGSTROEM)
C (-1.76, 0.98, 0.03)  -0.615
C (-0.65, 0.27, 0.93)  -0.204
N (1.03, -0.95, -0.31)  -0.739
N (3.13, -1.32, -1.42)  -1.134
N (-0.11, -0.96, 0.55)  -0.495
P (1.98, -2.18, -0.45)  1.036
H (-1.96, 1.90, 0.65)  0.204
H (-1.43, 1.00, -1.00)  0.211
H (-2.60, 0.45, 0.03)  0.186
H (0.08, 1.16, 0.96)  0.199
H (-1.07, 0.23, 2.07)  0.181
H (2.55, -0.54, -1.57)  0.412
H (3.49, -1.98, -2.08)  0.385
H (-0.56, -1.79, 0.91)  0.373

The spin multiplicity is 1. The LUMO energy is 0.5 eV. As for the structure (SMILES): CCN/N=P/N. Its HOMO energy is -7.69 eV.

## B
The following is a quantum chemistry calculation of 2 unconnected molecules or ions with the total composition C2H8N3P, from OMol25.

Last column: natural (NBO) charge in e.
CARTESIAN COORDINATES (ANGSTROEM)
C (1.08, -1.13, 0.97)  -0.605
C (0.87, 0.35, 1.30)  -0.289
N (-1.23, 1.32, 1.08)  -0.296
N (-3.05, -0.17, -3.18)  -1.055
N (-0.51, 0.54, 1.66)  -0.092
P (-2.24, 0.68, -2.17)  0.806
H (0.77, -1.74, 1.81)  0.222
H (0.50, -1.41, 0.10)  0.210
H (2.14, -1.31, 0.76)  0.216
H (1.46, 0.61, 2.17)  0.216
H (1.16, 1.00, 0.45)  0.164
H (-0.79, 1.86, 0.29)  0.256
H (-3.94, 0.22, -3.46)  0.365
H (-1.13, -0.21, -2.07)  -0.116

The spin multiplicity is 1. The LUMO energy is -0.3 eV. As for the structure (SMILES): [H]/N=P/[H].[H]/N=N\CC. Its HOMO energy is -9.13 eV.

Most stable: A (next structure +33.7 kJ/mol)